{
  "formula": "C54H135F2N10O26S3",
  "method": "ωB97M-V with the def2-TZVPD basis set",
  "total_charge": -3,
  "multiplicity": 1,
  "symbols": ["S", "O", "O", "O", "O", "N", "S", "O", "O", "F", "S", "O", "O", "F", "C", "O", "C", "C", "N", "C", "C", "O", "C", "H", "H", "H", "H", "H", "H", "H", "H", "H", "H", "H", "H", "H", "H", "H", "C", "O", "C", "C", "N", "C", "C", "O", "C", "H", "H", "H", "H", "H", "H", "H", "H", "H", "H", "H", "H", "H", "H", "H", "C", "O", "C", "C", "N", "C", "C", "O", "C", "H", "H", "H", "H", "H", "H", "H", "H", "H", "H", "H", "H", "H", "H", "H", "C", "O", "C", "C", "N", "C", "C", "O", "C", "H", "H", "H", "H", "H", "H", "H", "H", "H", "H", "H", "H", "H", "H", "H", "C", "O", "C", "C", "N", "C", "C", "O", "C", "H", "H", "H", "H", "H", "H", "H", "H", "H", "H", "H", "H", "H", "H", "H", "C", "O", "C", "C", "N", "C", "C", "O", "C", "H", "H", "H", "H", "H", "H", "H", "H", "H", "H", "H", "H", "H", "H", "H", "C", "O", "C", "C", "N", "C", "C", "O", "C", "H", "H", "H", "H", "H", "H", "H", "H", "H", "H", "H", "H", "H", "H", "H", "C", "O", "C", "C", "N", "C", "C", "O", "C", "H", "H", "H", "H", "H", "H", "H", "H", "H", "H", "H", "H", "H", "H", "H", "C", "O", "C", "C", "N", "C", "C", "O", "C", "H", "H", "H", "H", "H", "H", "H", "H", "H", "H", "H", "H", "H", "H", "H"],
  "xyz": [[3.323, 4.969, -27.896], [2.197, 5.751, -28.353], [2.933, 3.917, -26.945], [3.924, 4.363, -29.085], [4.219, 5.892, -27.203], [-1.053, 11.020, -29.940], [-2.285, 9.960, -30.387], [-2.325, 9.434, -31.725], [-3.572, 10.153, -29.694], [-1.699, 8.733, -29.557], [-1.627, 12.018, -30.926], [-2.930, 12.643, -30.700], [-1.255, 11.896, -32.355], [-0.605, 13.218, -30.427], [-0.158, 0.898, -34.004], [0.151, 1.797, -32.936], [-0.560, 2.975, -33.229], [-0.230, 4.098, -32.193], [-0.366, 3.606, -30.817], [-1.771, 3.406, -30.378], [-1.767, 3.131, -28.865], [-0.940, 2.003, -28.438], [-0.735, 1.883, -27.050], [0.356, -0.032, -33.761], [0.089, 1.231, -35.013], [-1.222, 0.680, -33.907], [-1.640, 2.830, -33.251], [-0.390, 3.290, -34.258], [-0.916, 4.922, -32.387], [0.794, 4.469, -32.223], [0.050, 4.259, -30.169], [-2.159, 2.475, -30.792], [-2.429, 4.233, -30.646], [-2.772, 2.904, -28.511], [-1.357, 3.999, -28.349], [-0.306, 2.797, -26.639], [0.111, 1.200, -26.981], [-1.594, 1.541, -26.473], [4.759, 9.476, -23.277], [4.879, 10.633, -24.048], [4.706, 11.855, -23.351], [5.430, 12.990, -24.102], [4.719, 13.168, -25.370], [5.597, 13.956, -26.292], [4.945, 14.472, -27.583], [4.346, 13.370, -28.287], [4.630, 13.330, -29.679], [5.053, 8.596, -23.849], [3.744, 9.347, -22.901], [5.436, 9.559, -22.427], [5.265, 11.739, -22.422], [3.645, 12.061, -23.214], [6.429, 12.572, -24.225], [5.587, 13.885, -23.500], [3.885, 13.682, -25.124], [6.446, 13.327, -26.561], [5.944, 14.863, -25.796], [5.776, 14.890, -28.151], [4.221, 15.274, -27.442], [4.512, 14.360, -30.016], [3.920, 12.647, -30.143], [5.667, 13.033, -29.835], [1.329, 15.300, -22.585], [1.079, 14.635, -23.815], [-0.173, 14.879, -24.470], [-0.296, 14.123, -25.808], [-0.335, 12.644, -25.670], [-1.236, 12.146, -24.651], [-1.260, 10.602, -24.724], [-0.015, 10.015, -24.295], [0.006, 8.570, -24.200], [0.495, 15.275, -21.884], [1.451, 16.351, -22.850], [2.306, 15.036, -22.180], [-0.202, 15.952, -24.664], [-0.990, 14.628, -23.793], [0.415, 14.501, -26.543], [-1.260, 14.487, -26.163], [-0.499, 12.138, -26.529], [-2.207, 12.639, -24.688], [-0.906, 12.473, -23.665], [-1.588, 10.247, -25.701], [-2.022, 10.319, -23.998], [1.033, 8.208, -24.158], [-0.526, 8.194, -25.073], [-0.578, 8.396, -23.296], [-1.852, 24.450, -30.826], [-2.918, 23.462, -30.755], [-3.544, 23.324, -32.034], [-4.828, 22.493, -31.919], [-4.528, 21.106, -31.430], [-5.703, 20.315, -31.284], [-5.434, 19.023, -30.510], [-4.762, 19.331, -29.318], [-4.837, 18.332, -28.253], [-2.355, 25.388, -31.065], [-1.310, 24.331, -31.764], [-1.205, 24.449, -29.948], [-2.827, 22.858, -32.709], [-3.807, 24.285, -32.475], [-5.340, 22.433, -32.880], [-5.561, 22.935, -31.245], [-4.178, 21.237, -30.492], [-6.124, 20.086, -32.263], [-6.386, 20.912, -30.680], [-4.694, 18.527, -31.138], [-6.308, 18.385, -30.383], [-5.823, 18.272, -27.793], [-4.074, 18.716, -27.576], [-4.472, 17.367, -28.603], [-2.066, 3.760, -42.144], [-0.953, 3.727, -41.215], [-1.411, 3.361, -39.888], [-2.070, 4.550, -39.176], [-1.152, 5.568, -38.830], [-1.725, 6.702, -38.077], [-0.687, 7.760, -37.617], [-0.164, 8.527, -38.711], [0.879, 9.475, -38.380], [-2.836, 3.007, -41.977], [-1.734, 3.644, -43.176], [-2.519, 4.738, -41.979], [-0.521, 3.132, -39.301], [-2.078, 2.500, -39.933], [-2.599, 4.299, -38.257], [-2.910, 4.890, -39.781], [-0.580, 5.888, -39.599], [-2.245, 6.392, -37.170], [-2.479, 7.229, -38.663], [0.127, 7.370, -37.006], [-1.235, 8.423, -36.947], [0.538, 10.117, -37.567], [1.012, 10.084, -39.274], [1.802, 8.950, -38.136], [4.858, 19.725, -28.253], [4.149, 20.354, -27.140], [2.946, 19.748, -26.800], [1.718, 20.114, -27.696], [1.662, 19.012, -28.710], [0.837, 19.463, -29.860], [0.551, 18.411, -30.934], [1.834, 18.089, -31.559], [1.692, 17.230, -32.658], [4.925, 18.646, -28.113], [5.857, 20.138, -28.392], [4.246, 19.821, -29.150], [2.806, 20.088, -25.774], [3.129, 18.680, -26.688], [1.832, 21.115, -28.113], [0.897, 20.084, -26.980], [2.598, 18.862, -29.058], [1.240, 20.378, -30.294], [-0.144, 19.789, -29.516], [-0.223, 18.690, -31.649], [0.197, 17.562, -30.350], [0.855, 17.565, -33.271], [1.461, 16.213, -32.341], [2.567, 17.317, -33.302], [-8.110, 13.952, -28.728], [-9.461, 14.447, -28.756], [-10.088, 14.507, -27.474], [-11.388, 15.252, -27.447], [-10.969, 16.655, -27.688], [-11.975, 17.710, -27.602], [-11.337, 19.101, -27.871], [-10.562, 19.470, -26.779], [-9.741, 20.604, -27.144], [-7.444, 14.729, -28.352], [-7.804, 13.617, -29.719], [-8.125, 13.088, -28.064], [-9.373, 14.863, -26.732], [-10.355, 13.473, -27.256], [-11.797, 15.198, -26.438], [-12.078, 14.961, -28.239], [-10.489, 16.667, -28.577], [-12.390, 17.696, -26.595], [-12.846, 17.606, -28.250], [-12.177, 19.772, -28.052], [-10.745, 18.969, -28.776], [-9.136, 20.279, -27.990], [-9.088, 20.917, -26.330], [-10.330, 21.451, -27.496], [-8.239, 11.730, -40.699], [-8.213, 10.591, -39.950], [-7.279, 9.608, -40.386], [-7.326, 8.427, -39.343], [-6.951, 8.945, -38.013], [-7.283, 7.944, -37.021], [-7.027, 8.345, -35.572], [-8.269, 8.866, -35.143], [-8.168, 9.195, -33.753], [-7.257, 12.199, -40.750], [-9.073, 12.387, -40.453], [-8.281, 11.493, -41.762], [-6.292, 10.062, -40.307], [-7.494, 9.154, -41.353], [-6.655, 7.620, -39.637], [-8.341, 8.029, -39.356], [-7.439, 9.823, -37.905], [-6.613, 7.096, -37.159], [-8.286, 7.644, -37.326], [-6.269, 9.122, -35.476], [-6.718, 7.487, -34.975], [-7.984, 8.370, -33.064], [-9.119, 9.677, -33.529], [-7.271, 9.808, -33.659], [-4.001, 15.011, -35.806], [-3.467, 14.579, -37.066], [-4.131, 13.486, -37.657], [-3.311, 12.854, -38.786], [-3.309, 13.677, -40.014], [-2.443, 13.064, -40.990], [-2.291, 14.040, -42.160], [-1.516, 15.229, -41.784], [-1.348, 16.247, -42.786], [-3.157, 15.333, -35.196], [-4.489, 14.244, -35.204], [-4.606, 15.905, -35.957], [-5.148, 13.832, -37.839], [-4.375, 12.677, -36.967], [-3.676, 11.843, -38.969], [-2.283, 12.726, -38.447], [-3.004, 14.630, -39.873], [-2.956, 12.159, -41.318], [-1.435, 12.859, -40.630], [-3.196, 14.247, -42.732], [-1.636, 13.525, -42.863], [-2.270, 16.829, -42.762], [-1.382, 15.796, -43.778], [-0.440, 16.821, -42.607]]
}

***

{
  "formula": "C54H137N9O19",
  "method": "ωB97M-V with the def2-TZVPD basis set",
  "multiplicity": 1,
  "symbols": ["C", "O", "C", "C", "N", "C", "C", "O", "C", "H", "H", "H", "H", "H", "H", "H", "H", "H", "H", "H", "H", "H", "H", "H", "C", "O", "C", "C", "N", "C", "C", "O", "C", "H", "H", "H", "H", "H", "H", "H", "H", "H", "H", "H", "H", "H", "H", "H", "C", "O", "C", "C", "N", "C", "C", "O", "C", "H", "H", "H", "H", "H", "H", "H", "H", "H", "H", "H", "H", "H", "H", "H", "C", "O", "C", "C", "N", "C", "C", "O", "C", "H", "H", "H", "H", "H", "H", "H", "H", "H", "H", "H", "H", "H", "H", "H", "C", "O", "C", "C", "N", "C", "C", "O", "C", "H", "H", "H", "H", "H", "H", "H", "H", "H", "H", "H", "H", "H", "H", "H", "C", "O", "C", "C", "N", "C", "C", "O", "C", "H", "H", "H", "H", "H", "H", "H", "H", "H", "H", "H", "H", "H", "H", "H", "C", "O", "C", "C", "N", "C", "C", "O", "C", "H", "H", "H", "H", "H", "H", "H", "H", "H", "H", "H", "H", "H", "H", "H", "C", "O", "C", "C", "N", "C", "C", "O", "C", "H", "H", "H", "H", "H", "H", "H", "H", "H", "H", "H", "H", "H", "H", "H", "C", "O", "C", "C", "N", "C", "C", "O", "C", "H", "H", "H", "H", "H", "H", "H", "H", "H", "H", "H", "H", "H", "H", "H", "O", "H", "H"],
  "xyz": [[-3.172, 5.615, 8.430], [-2.280, 6.018, 9.432], [-2.879, 6.675, 10.533], [-1.943, 7.162, 11.563], [-1.261, 8.416, 11.133], [-0.483, 9.124, 12.161], [-1.257, 9.458, 13.422], [-0.362, 10.033, 14.414], [-1.109, 10.739, 15.410], [-2.599, 5.317, 7.551], [-3.757, 6.453, 8.050], [-3.853, 4.813, 8.712], [-3.506, 5.990, 11.103], [-3.598, 7.388, 10.129], [-1.170, 6.426, 11.786], [-2.501, 7.235, 12.496], [-0.832, 8.321, 10.223], [-0.061, 10.103, 11.933], [0.421, 8.547, 12.355], [-1.663, 8.517, 13.794], [-2.093, 10.118, 13.188], [-1.727, 11.527, 14.979], [-0.459, 11.239, 16.129], [-1.842, 10.106, 15.910], [4.918, -11.503, -3.542], [4.462, -12.233, -4.717], [4.092, -13.566, -4.471], [3.676, -14.175, -5.908], [2.213, -13.959, -6.158], [1.369, -14.646, -5.151], [-0.110, -14.054, -4.962], [-0.089, -12.621, -4.735], [0.570, -12.215, -3.583], [4.042, -11.212, -2.963], [5.384, -10.614, -3.968], [5.635, -12.087, -2.966], [3.293, -13.441, -3.741], [4.896, -14.096, -3.958], [3.861, -15.248, -5.850], [4.261, -13.697, -6.694], [1.992, -12.987, -5.994], [1.846, -14.574, -4.173], [1.402, -15.712, -5.374], [-0.591, -14.554, -4.121], [-0.794, -14.274, -5.781], [0.255, -11.238, -3.218], [1.596, -12.069, -3.921], [0.642, -12.959, -2.789], [-8.210, 7.727, -5.303], [-8.893, 6.553, -5.277], [-9.821, 6.487, -4.223], [-9.196, 6.206, -2.825], [-8.395, 4.974, -2.857], [-7.761, 4.657, -1.524], [-6.850, 5.745, -0.966], [-5.853, 6.017, -1.924], [-4.853, 6.930, -1.588], [-7.475, 7.687, -6.107], [-7.834, 8.095, -4.349], [-8.951, 8.468, -5.603], [-10.509, 5.657, -4.383], [-10.472, 7.361, -4.211], [-10.035, 6.152, -2.131], [-8.559, 7.026, -2.492], [-7.622, 5.236, -3.452], [-7.188, 3.735, -1.622], [-8.581, 4.555, -0.812], [-6.351, 5.285, -0.112], [-7.345, 6.678, -0.695], [-4.108, 6.457, -0.949], [-5.294, 7.807, -1.114], [-4.410, 7.258, -2.529], [-2.765, -9.106, -13.339], [-1.718, -9.245, -12.430], [-1.264, -8.047, -11.761], [-0.825, -8.358, -10.334], [0.252, -9.350, -10.298], [1.554, -8.800, -10.771], [2.465, -9.913, -11.295], [2.012, -10.563, -12.473], [2.834, -11.766, -12.645], [-2.488, -8.289, -14.005], [-3.608, -8.998, -12.655], [-2.879, -10.019, -13.923], [-2.130, -7.408, -11.589], [-0.525, -7.485, -12.333], [-1.661, -8.797, -9.790], [-0.548, -7.491, -9.734], [0.025, -10.244, -10.709], [2.039, -8.314, -9.924], [1.458, -8.041, -11.547], [2.647, -10.572, -10.446], [3.437, -9.457, -11.483], [3.878, -11.460, -12.576], [2.694, -12.150, -13.656], [2.522, -12.589, -12.003], [1.852, 14.261, 4.930], [2.894, 13.552, 5.629], [2.565, 12.182, 6.026], [2.354, 11.083, 4.924], [2.111, 9.739, 5.562], [1.577, 8.780, 4.569], [2.514, 8.625, 3.326], [2.334, 9.683, 2.423], [3.387, 9.965, 1.456], [0.995, 14.296, 5.602], [1.680, 13.921, 3.909], [2.200, 15.289, 4.821], [1.696, 12.332, 6.666], [3.411, 11.888, 6.646], [3.176, 11.088, 4.208], [1.434, 11.364, 4.411], [3.004, 9.354, 5.835], [0.690, 9.223, 4.116], [1.390, 7.792, 4.988], [2.395, 7.627, 2.905], [3.499, 8.690, 3.789], [4.307, 10.108, 2.023], [3.139, 10.920, 0.993], [3.603, 9.283, 0.634], [-1.187, -9.338, 3.028], [-1.370, -7.988, 3.415], [-2.300, -7.806, 4.464], [-2.490, -6.334, 4.795], [-3.102, -5.697, 3.642], [-4.504, -5.823, 3.348], [-4.920, -5.286, 1.951], [-4.075, -5.899, 1.046], [-4.084, -5.274, -0.252], [-2.112, -9.900, 3.152], [-0.342, -9.695, 3.617], [-0.840, -9.410, 1.997], [-2.008, -8.301, 5.389], [-3.265, -8.299, 4.344], [-1.511, -5.886, 4.961], [-3.066, -6.245, 5.716], [-2.681, -6.177, 2.860], [-5.161, -5.438, 4.127], [-4.806, -6.870, 3.327], [-4.879, -4.200, 1.866], [-5.970, -5.559, 1.846], [-3.726, -4.247, -0.173], [-5.054, -5.242, -0.748], [-3.395, -5.804, -0.909], [1.210, -4.166, -2.777], [1.461, -3.196, -1.768], [1.173, -3.593, -0.443], [1.637, -2.480, 0.514], [1.227, -1.104, 0.216], [-0.080, -0.975, -0.360], [-0.408, 0.509, -0.471], [0.184, 1.019, -1.676], [-0.460, 0.613, -2.833], [1.500, -5.140, -2.385], [1.730, -3.954, -3.712], [0.145, -4.125, -3.004], [1.673, -4.528, -0.190], [0.124, -3.885, -0.403], [2.683, -2.532, 0.817], [1.280, -2.809, 1.490], [1.759, -0.854, -0.606], [-0.789, -1.452, 0.317], [-0.263, -1.456, -1.321], [-0.037, 1.178, 0.305], [-1.485, 0.648, -0.568], [-0.094, -0.403, -2.980], [0.005, 1.188, -3.634], [-1.538, 0.743, -2.920], [6.361, 2.118, 7.525], [6.732, 3.327, 8.242], [5.618, 4.196, 8.365], [6.005, 5.456, 9.201], [6.612, 6.402, 8.263], [7.323, 7.531, 8.944], [8.607, 7.247, 9.795], [9.703, 6.980, 8.983], [10.854, 6.525, 9.706], [5.591, 1.451, 7.911], [7.170, 1.415, 7.325], [5.938, 2.341, 6.545], [4.875, 3.589, 8.884], [5.286, 4.445, 7.357], [6.744, 5.134, 9.935], [5.085, 5.835, 9.646], [7.225, 5.893, 7.643], [6.611, 8.136, 9.506], [7.659, 8.146, 8.110], [8.385, 6.438, 10.491], [8.915, 8.123, 10.365], [11.678, 6.502, 8.994], [10.741, 5.645, 10.339], [11.193, 7.360, 10.319], [-3.467, 2.327, -7.938], [-2.336, 1.485, -7.980], [-2.762, 0.144, -8.280], [-1.534, -0.804, -8.242], [-0.478, -0.374, -9.242], [0.834, -0.973, -9.065], [1.606, -0.406, -7.828], [1.866, 0.974, -8.036], [2.730, 1.601, -7.070], [-3.079, 3.311, -7.675], [-4.131, 2.020, -7.130], [-4.015, 2.381, -8.879], [-3.291, 0.055, -9.229], [-3.408, -0.089, -7.434], [-1.968, -1.729, -8.621], [-1.132, -0.946, -7.239], [-0.295, 0.615, -9.151], [1.499, -0.785, -9.909], [0.573, -2.015, -8.878], [2.599, -0.846, -7.729], [1.090, -0.545, -6.878], [2.937, 2.630, -7.364], [3.693, 1.095, -7.013], [2.341, 1.541, -6.053], [-0.813, -1.236, 5.101], [-1.416, -1.948, 4.885], [-0.226, -1.183, 4.346]]
}

***

Number 1: Kohn-Sham gap 1.10 eV, HOMO energy 2.37 eV. Number 2: Kohn-Sham gap 8.53 eV, HOMO energy -8.26 eV.